{"formula": "C54H120N6O9", "method": "the ωB97M-V functional and the def2-TZVPD basis", "e_above_lowest_ev": 6.266, "smiles": "CC1(C)CCCC(C)(C)N1O.CC1(C)CCCC(C)(C)N1O.CC1(C)CCCC(C)(C)N1O.CC1(C)CCCC(C)(C)N1O.CC1(C)CCCC(C)(C)N1O.CC1(C)CCCC(C)(C)N1O.O.O.O", "homo_lumo_gap_ev": 8.024, "homo_energy_ev": -7.65, "species": ["C", "C", "C", "C", "C", "C", "C", "C", "C", "N", "O", "H", "H", "H", "H", "H", "H", "H", "H", "H", "H", "H", "H", "H", "H", "H", "H", "H", "H", "H", "C", "C", "C", "C", "C", "C", "C", "C", "C", "N", "O", "H", "H", "H", "H", "H", "H", "H", "H", "H", "H", "H", "H", "H", "H", "H", "H", "H", "H", "H", "C", "C", "C", "C", "C", "C", "C", "C", "C", "N", "O", "H", "H", "H", "H", "H", "H", "H", "H", "H", "H", "H", "H", "H", "H", "H", "H", "H", "H", "H", "C", "C", "C", "C", "C", "C", "C", "C", "C", "N", "O", "H", "H", "H", "H", "H", "H", "H", "H", "H", "H", "H", "H", "H", "H", "H", "H", "H", "H", "H", "C", "C", "C", "C", "C", "C", "C", "C", "C", "N", "O", "H", "H", "H", "H", "H", "H", "H", "H", "H", "H", "H", "H", "H", "H", "H", "H", "H", "H", "H", "C", "C", "C", "C", "C", "C", "C", "C", "C", "N", "O", "H", "H", "H", "H", "H", "H", "H", "H", "H", "H", "H", "H", "H", "H", "H", "H", "H", "H", "H", "O", "H", "H", "O", "H", "H", "O", "H", "H"], "xyz": [[7.22075, 25.02323, -16.59423], [6.70161, 26.17111, -15.64714], [5.43092, 26.75368, -16.29406], [6.30813, 25.56323, -14.32565], [6.12300, 26.59719, -13.24807], [7.39485, 27.33457, -13.01332], [7.91312, 28.08467, -14.23644], [7.14753, 29.38537, -14.51733], [9.42301, 28.43345, -14.21452], [7.79196, 27.15616, -15.47042], [8.23634, 27.62376, -16.67112], [7.19800, 25.25673, -17.65868], [8.29957, 24.93297, -16.46747], [6.85414, 23.99919, -16.52318], [5.42288, 27.17629, -17.29877], [4.63520, 26.01451, -16.38654], [5.06801, 27.64548, -15.78309], [5.37199, 25.00684, -14.37221], [7.08569, 24.84683, -14.06057], [5.32652, 27.31037, -13.46042], [5.90478, 26.22458, -12.24725], [8.12698, 26.64379, -12.59511], [7.26834, 28.05487, -12.20509], [7.20549, 29.77258, -15.53460], [7.62738, 30.20814, -13.98734], [6.09158, 29.24041, -14.28917], [9.72480, 28.72144, -15.22153], [9.95183, 27.48480, -14.12222], [9.81656, 29.09507, -13.44285], [9.18880, 27.50469, -16.68699], [25.97442, 24.78129, -14.35724], [25.80161, 23.24656, -14.18887], [25.80770, 22.69298, -15.75050], [26.97307, 22.49006, -13.55132], [26.97166, 22.78160, -12.03172], [25.54548, 22.54668, -11.43587], [24.29346, 23.06031, -12.17742], [23.23775, 22.08297, -11.75953], [23.86897, 24.53382, -11.77015], [24.50675, 22.89623, -13.57777], [23.43330, 23.22004, -14.37530], [25.11303, 25.21228, -14.86748], [26.22774, 25.45986, -13.54270], [26.75806, 24.97320, -15.09018], [26.79160, 22.35555, -16.07635], [25.10175, 21.86768, -15.65762], [25.41014, 23.33251, -16.53856], [26.80978, 21.41296, -13.58746], [27.92365, 22.49433, -14.08469], [27.58911, 22.19065, -11.35523], [27.14535, 23.84893, -11.89483], [25.44118, 23.12948, -10.52068], [25.49477, 21.51259, -11.09504], [23.50838, 21.11105, -12.17212], [22.19756, 22.24509, -12.04208], [23.13093, 22.06597, -10.67491], [23.58279, 24.47564, -10.72000], [22.89967, 24.70987, -12.23660], [24.56860, 25.33285, -12.01543], [23.48663, 22.44138, -14.93427], [11.84974, 20.74876, -8.84216], [12.70821, 22.08066, -8.75761], [12.41468, 22.86217, -10.07445], [12.29397, 22.88728, -7.47743], [13.25213, 24.01366, -7.13704], [14.55159, 23.35928, -6.87825], [15.22157, 22.63843, -7.99305], [15.77131, 23.68294, -8.98113], [16.38137, 21.87222, -7.37208], [14.20548, 21.72767, -8.60765], [14.84920, 21.11113, -9.71137], [11.76031, 20.39273, -9.86849], [11.99635, 19.94883, -8.11640], [10.80906, 21.00431, -8.64272], [11.41366, 22.71387, -10.47950], [12.62506, 23.93168, -10.07459], [13.12705, 22.51854, -10.82448], [11.43551, 23.54999, -7.58687], [12.25156, 22.12286, -6.70158], [13.33256, 24.75122, -7.93555], [12.85304, 24.46832, -6.23034], [14.49214, 22.77546, -5.95971], [15.24347, 24.08523, -6.45117], [16.22189, 23.19985, -9.84813], [16.50170, 24.23563, -8.39024], [14.97472, 24.36200, -9.28515], [16.03728, 21.13626, -6.64541], [16.98710, 22.46894, -6.69009], [17.04532, 21.35193, -8.06242], [14.68310, 20.19732, -9.46858], [14.76597, 24.47203, 3.36698], [13.93653, 25.55014, 2.64417], [14.71345, 26.37390, 1.63431], [12.80077, 24.66742, 1.90803], [11.45827, 25.33710, 1.67868], [10.99314, 25.81924, 3.05317], [11.97290, 26.83086, 3.76286], [11.75349, 28.20235, 3.02940], [11.57888, 27.07061, 5.19705], [13.38178, 26.38840, 3.77715], [14.37998, 27.26231, 4.39841], [15.58577, 24.83374, 3.98762], [15.22690, 23.77266, 2.66947], [14.18740, 23.89757, 4.09040], [15.21500, 27.23532, 2.07535], [13.93602, 26.44475, 0.87360], [15.55642, 25.93591, 1.09985], [13.15741, 24.44971, 0.90130], [12.64898, 23.70733, 2.40131], [10.72607, 24.58422, 1.38689], [11.51680, 26.18630, 0.99784], [10.80366, 25.06074, 3.81270], [10.08332, 26.36747, 2.80873], [10.70002, 28.30674, 2.76977], [12.09619, 28.98790, 3.70287], [12.36344, 28.06709, 2.13621], [12.06583, 26.46167, 5.95875], [11.90200, 28.05585, 5.53321], [10.51403, 27.15076, 5.41561], [14.42222, 26.87718, 5.27675], [6.61001, 32.19679, -4.43832], [7.20184, 32.27021, -5.90118], [7.83841, 30.91318, -6.37607], [5.96963, 32.58661, -6.77712], [6.27670, 33.44658, -7.98813], [7.16091, 34.65824, -7.70467], [8.55792, 34.22642, -7.12370], [9.54578, 33.48347, -8.14905], [9.18640, 35.48132, -6.60814], [8.23132, 33.31527, -5.95580], [9.31626, 33.22784, -5.05051], [5.71297, 31.58125, -4.37098], [7.40002, 31.94299, -3.73151], [6.22229, 33.14946, -4.07753], [7.05050, 30.24354, -6.72086], [8.42787, 30.90941, -7.29294], [8.49225, 30.47191, -5.62383], [5.59246, 31.62614, -7.12833], [5.21372, 33.00482, -6.11243], [6.53755, 32.94506, -8.92010], [5.31309, 33.79491, -8.35988], [6.66339, 35.32551, -7.00087], [7.38587, 35.11657, -8.66769], [10.01180, 34.21082, -8.81382], [9.00634, 32.68823, -8.66352], [10.43218, 33.17947, -7.59228], [9.33760, 36.08188, -7.50510], [10.21532, 35.48915, -6.24842], [8.60566, 36.03739, -5.87219], [9.11454, 33.51386, -4.15658], [23.43010, 19.47324, 1.40892], [23.12263, 20.14427, 0.07973], [21.98631, 19.40630, -0.71011], [22.52714, 21.53248, 0.62039], [22.53626, 22.70423, -0.38470], [23.93188, 22.71890, -1.03551], [24.41916, 21.40123, -1.70367], [23.62552, 21.06935, -2.95029], [25.91622, 21.71145, -2.03698], [24.36195, 20.38155, -0.64904], [25.08153, 19.25451, -1.00265], [24.36047, 19.95685, 1.70665], [22.65885, 19.72400, 2.13721], [23.73507, 18.43402, 1.28605], [21.08454, 19.10154, -0.17904], [21.58640, 20.00364, -1.52948], [22.38654, 18.42028, -0.94604], [21.48308, 21.39611, 0.90226], [23.09760, 21.92136, 1.46386], [21.67621, 22.70063, -1.05431], [22.41917, 23.67585, 0.09524], [24.74955, 22.98504, -0.36567], [23.85457, 23.52034, -1.77023], [23.60095, 21.88263, -3.67561], [22.55588, 20.88730, -2.84617], [24.12638, 20.29606, -3.53274], [26.54096, 21.41878, -1.19310], [26.15266, 22.72468, -2.36186], [26.27050, 21.03275, -2.81284], [25.85838, 19.34530, -0.44601], [14.03446, 15.42074, -12.64405], [14.85207, 15.07320, -13.00038], [14.02303, 16.33735, -12.91957], [11.47881, 13.45061, -7.86441], [11.00902, 13.65826, -8.67213], [11.65354, 12.51133, -7.92311], [16.33409, 15.42438, -7.49385], [16.04063, 14.64490, -7.96559], [15.52778, 15.82899, -7.17388]], "lowdin_charge": [-0.03, -0.48, -0.04, -0.15, -0.20, -0.16, -0.45, -0.04, -0.04, -0.14, -0.01, 0.07, 0.07, 0.08, 0.08, 0.08, 0.07, 0.12, 0.13, 0.11, 0.12, 0.12, 0.12, 0.08, 0.08, 0.07, 0.07, 0.08, 0.09, 0.10, -0.05, -0.43, -0.01, -0.14, -0.15, -0.13, -0.53, -0.06, 0.00, -0.17, 0.01, 0.08, 0.06, 0.07, 0.07, 0.06, 0.07, 0.12, 0.11, 0.11, 0.10, 0.11, 0.11, 0.09, 0.08, 0.09, 0.08, 0.08, 0.07, 0.09, -0.04, -0.41, -0.04, -0.14, -0.20, -0.21, -0.53, -0.02, -0.04, -0.09, -0.03, 0.07, 0.08, 0.07, 0.08, 0.07, 0.07, 0.12, 0.12, 0.11, 0.12, 0.13, 0.12, 0.08, 0.09, 0.07, 0.08, 0.08, 0.08, 0.10, -0.06, -0.46, -0.03, -0.13, -0.19, -0.14, -0.50, -0.02, -0.06, -0.09, -0.01, 0.07, 0.08, 0.08, 0.08, 0.07, 0.08, 0.11, 0.11, 0.11, 0.11, 0.12, 0.11, 0.08, 0.07, 0.07, 0.08, 0.07, 0.09, 0.09, -0.04, -0.46, -0.02, -0.14, -0.19, -0.12, -0.46, -0.01, -0.07, -0.12, -0.02, 0.08, 0.07, 0.08, 0.07, 0.07, 0.08, 0.11, 0.11, 0.11, 0.10, 0.12, 0.12, 0.07, 0.06, 0.08, 0.08, 0.08, 0.09, 0.09, -0.05, -0.48, -0.02, -0.13, -0.18, -0.15, -0.49, -0.03, -0.03, -0.14, 0.00, 0.08, 0.09, 0.08, 0.08, 0.06, 0.08, 0.11, 0.11, 0.10, 0.10, 0.12, 0.11, 0.08, 0.06, 0.09, 0.08, 0.08, 0.07, 0.10, -0.06, 0.03, 0.03, -0.06, 0.03, 0.03, -0.06, 0.03, 0.03]}